Below is a cluster of 12 separate species, C30H84O30S9 in total, with properties calculated with the ωB97M-V functional and the def2-TZVPD basis.

The geometry in XYZ format:
```
153
Properties=species:S:1:pos:R:3:forces:R:3
C -5.028583 0.812316 4.134978 1.76 -0.06 -0.09
C -4.481806 2.103293 3.526975 -0.72 0.78 1.66
O -5.461442 3.150949 4.041746 0.88 -0.49 -0.37
S -5.013133 4.635718 3.784917 0.83 -1.00 -0.47
C -3.661684 4.850856 4.954033 -1.54 1.53 -0.42
O -4.468711 4.682921 2.433550 -0.31 0.41 1.12
O -6.098556 5.456347 4.179852 -0.35 0.47 -0.05
H -4.670857 0.735494 5.189125 -0.79 0.18 -0.61
H -4.545598 -0.032469 3.627677 -0.23 0.11 -0.07
H -6.101056 0.742516 4.009154 -0.12 0.00 0.19
H -3.483134 2.396274 3.904031 -0.48 -0.47 -0.09
H -4.442012 2.225927 2.465020 -0.34 -0.41 -0.67
H -2.944480 4.104284 4.740630 1.01 -0.38 -0.10
H -4.032978 4.843498 5.985584 -0.04 -0.19 -0.41
H -3.364414 5.883181 4.696060 0.44 -0.56 0.27
C -3.444956 2.032990 -4.924079 0.14 0.62 0.37
C -2.733778 1.093043 -3.952278 -1.65 0.22 0.10
O -2.611985 -0.233553 -4.609916 0.27 1.08 1.48
S -2.002765 -1.412684 -3.726650 -0.96 0.45 -0.91
C -0.457300 -0.816465 -3.048282 -0.03 0.17 -1.70
O -2.898396 -1.816517 -2.657404 1.01 0.84 -0.81
O -1.745160 -2.363312 -4.765934 0.47 -0.70 0.30
H -2.904123 2.324903 -5.810857 0.53 -0.03 -0.14
H -3.772143 2.953947 -4.413505 0.56 -0.23 0.09
H -4.379148 1.641477 -5.266171 -0.55 -0.80 -0.15
H -1.763861 1.444241 -3.604581 -0.02 0.00 -0.30
H -3.438206 1.053825 -3.083621 0.77 -0.59 -0.38
H -0.262420 -1.630329 -2.410321 0.67 -0.78 1.24
H -0.522051 0.143816 -2.555487 -0.20 0.00 0.36
H 0.337870 -0.792330 -3.833997 -0.95 0.00 0.39
C -2.614900 -4.816936 3.376605 0.43 -0.70 -0.19
C -2.799754 -3.356783 3.146824 0.29 1.61 1.04
O -4.104258 -3.056164 2.525784 -0.14 -0.06 -0.21
S -4.164811 -2.065732 1.272970 1.52 -1.07 0.63
C -3.528994 -3.092408 0.019187 -0.59 0.08 0.14
O -5.520443 -1.758507 0.990236 -0.85 0.05 0.20
O -3.255795 -0.995207 1.526781 0.37 0.84 0.09
H -1.622584 -5.090028 3.800163 -0.62 0.66 0.07
H -2.595534 -5.362195 2.434853 -0.41 -0.05 -0.12
H -3.408758 -5.160962 4.029010 -0.05 -0.41 0.03
H -2.838757 -2.801709 4.118050 0.07 -0.45 -0.70
H -1.969082 -2.916229 2.589326 -0.30 -0.03 -0.29
H -4.218609 -3.919572 0.003504 -0.09 -0.49 -0.19
H -2.517259 -3.402035 0.229261 0.26 0.00 0.13
H -3.611239 -2.524341 -0.887695 0.14 0.13 -0.44
C 0.912268 -4.681391 -7.171649 2.51 -0.70 1.86
C 0.376509 -4.344433 -5.795905 -1.74 -0.68 -0.17
O 0.734538 -5.498764 -4.885397 -0.37 0.87 -0.18
S 0.776616 -5.154993 -3.333169 0.02 -1.48 -0.03
C -0.942885 -4.980006 -2.851884 1.08 -0.82 -1.65
O 1.348212 -6.299364 -2.647415 -0.89 0.92 -0.86
O 1.445386 -3.911963 -3.221653 0.67 1.67 0.60
H 1.992036 -4.952248 -7.078110 -0.52 0.27 0.20
H 0.941224 -3.882121 -7.855527 -0.67 1.06 -0.80
H 0.504149 -5.576547 -7.548026 -1.01 -0.78 -0.68
H 0.716400 -3.392939 -5.385071 0.26 -0.37 0.02
H -0.755749 -4.300669 -5.831742 1.32 -0.07 0.22
H -0.904346 -4.901329 -1.808517 -0.08 0.29 1.65
H -1.273461 -5.986061 -3.113101 -0.77 0.28 -0.05
H -1.437444 -4.129525 -3.337254 0.17 -0.53 -0.04
C 2.427325 -2.278981 3.965544 -0.34 1.18 0.97
C 2.289300 -3.573520 3.232225 0.38 1.62 0.17
O 1.329638 -3.369330 2.204527 -1.07 -0.48 -1.33
S 0.751560 -4.679246 1.463262 -1.05 0.10 2.06
C 2.005136 -5.067315 0.346398 1.58 2.34 -0.63
O 0.745553 -5.743373 2.466939 -0.43 1.08 -1.44
O -0.493737 -4.243443 0.833744 1.79 -0.64 0.52
H 3.221612 -2.326495 4.736955 -0.49 -0.16 -0.35
H 1.481743 -1.940048 4.434812 0.43 -0.48 -0.01
H 2.692058 -1.467944 3.300406 0.25 0.07 -0.38
H 3.253977 -3.764524 2.824234 0.69 -0.70 -0.60
H 1.941579 -4.315454 3.877499 -0.32 -1.44 0.90
H 2.966199 -5.024950 0.864223 -0.21 0.06 0.30
H 2.114280 -4.378398 -0.513097 -0.53 -0.18 0.51
H 1.901209 -6.029493 0.001192 -0.62 -2.26 -0.84
C 3.741251 1.343570 -5.209821 0.66 0.75 -0.43
C 3.351293 2.268488 -4.078073 1.45 0.32 0.32
O 1.991987 2.109626 -3.781933 -0.74 -0.56 -0.22
S 1.408315 2.829501 -2.491988 0.01 0.42 -1.11
C 2.283872 1.967436 -1.239970 1.12 0.26 0.16
O 1.764438 4.227845 -2.608172 -0.49 -1.11 0.71
O 0.048311 2.368954 -2.518017 0.21 0.65 0.41
H 3.619791 0.310839 -4.940586 0.16 -0.36 0.42
H 4.816166 1.551860 -5.441567 -0.89 -0.31 -0.06
H 3.118930 1.442362 -6.094397 0.08 0.51 -0.19
H 3.978877 1.974976 -3.219680 -0.32 0.04 0.04
H 3.565663 3.341493 -4.202165 -0.06 -0.36 -0.54
H 1.648895 1.919082 -0.373301 -0.23 0.04 0.38
H 3.279795 2.419827 -1.028963 -0.84 -0.14 -0.13
H 2.434460 0.953650 -1.617098 -0.15 0.09 0.12
C 2.695834 1.776783 2.496334 0.63 -0.35 1.60
C 3.397522 3.085916 2.619523 0.60 0.87 -1.94
O 4.639254 2.950732 3.343343 -0.19 -0.54 0.85
S 6.018911 2.843997 2.631333 -0.29 0.03 -1.83
C 6.565326 4.484816 3.010421 0.86 -0.62 -0.66
O 6.779087 1.813809 3.256218 0.22 0.32 0.57
O 5.853041 2.717333 1.191208 -0.14 0.33 0.91
H 3.417575 1.014977 2.235066 0.02 -0.37 -0.50
H 1.887575 1.851047 1.790039 -0.43 -0.25 0.05
H 2.379644 1.533122 3.546896 -0.28 -0.08 -1.16
H 3.680185 3.572805 1.631883 -0.74 -0.56 1.09
H 2.778265 3.722666 3.212273 -0.07 0.83 0.21
H 6.638170 4.514207 4.078003 0.08 0.28 0.59
H 5.848753 5.198613 2.616490 -0.07 -0.08 0.00
H 7.545800 4.609563 2.538060 -0.19 0.10 0.18
C -2.726632 3.745461 -1.087746 -1.01 0.36 -0.87
C -2.245000 3.018157 0.148995 -1.75 -0.15 -1.52
O -0.971381 3.506154 0.524090 0.93 0.65 0.38
S -0.702593 4.260152 1.865694 -2.95 -0.45 -0.27
C -1.480110 5.815780 1.767128 0.43 0.42 -0.87
O -1.384829 3.537358 2.907894 -0.11 -0.11 0.54
O 0.667037 4.432492 1.928529 3.66 0.26 0.19
H -3.081156 4.752227 -0.874461 0.18 0.26 0.38
H -3.653446 3.276333 -1.502332 0.88 -0.11 0.37
H -1.986353 3.854833 -1.876044 0.18 -0.37 0.00
H -3.051309 3.177375 0.856726 0.41 -0.16 0.83
H -2.143653 1.965109 -0.084991 0.16 -0.17 0.25
H -2.477212 5.620723 2.040343 -1.41 0.05 0.46
H -1.486802 6.166812 0.732712 0.33 0.05 0.15
H -0.991559 6.525191 2.439933 -0.01 -0.27 -0.13
C 3.577963 -1.379374 -3.006262 -0.84 -1.87 -1.06
C 4.753101 -0.765810 -2.348575 -0.38 -0.42 0.67
O 4.423040 -0.640745 -0.907190 0.04 -0.26 -0.58
S 5.100258 -1.681461 0.080974 1.38 -2.14 -1.21
C 6.413613 -0.656957 0.599552 0.07 1.13 0.59
O 4.234075 -1.950174 1.188727 -0.24 0.34 -0.38
O 5.611354 -2.835095 -0.699453 -0.98 2.22 1.45
H 2.634028 -0.861680 -2.995120 -0.21 0.76 0.43
H 3.340807 -2.391389 -2.610402 0.41 0.63 -0.02
H 3.745358 -1.555178 -4.076799 0.34 0.01 0.17
H 5.619200 -1.391249 -2.507035 0.21 -0.28 0.37
H 5.022271 0.201985 -2.713999 -0.12 0.84 0.07
H 7.079964 -0.489545 -0.237796 -0.07 0.12 -0.28
H 6.996217 -1.114463 1.379541 0.01 -0.40 0.39
H 5.997446 0.314482 0.979437 0.34 -0.95 -0.47
C -6.427326 1.359140 -0.570682 0.86 -1.09 2.04
O -5.007835 1.158601 -0.417580 -0.67 0.67 -0.28
H -6.890776 1.329501 0.441097 -0.01 0.37 -0.74
H -6.657293 2.220347 -1.106444 -0.01 1.89 -0.55
H -6.826452 0.572370 -1.141634 -0.66 -1.34 -0.70
H -4.994261 0.417894 0.184377 0.59 -0.50 0.26
C -0.925709 0.175241 3.863203 -0.64 -2.13 -1.65
O -0.424846 0.995885 2.840025 0.37 0.95 0.49
H -2.000302 0.037206 3.632197 0.36 -0.58 0.37
H -0.346362 -0.792406 3.759661 -0.98 0.86 0.27
H -0.860591 0.495999 4.873324 0.54 0.87 0.89
H -0.779638 1.895071 2.969730 0.11 -0.15 -0.02
C 0.189870 -0.772171 0.375027 -1.92 -0.74 1.42
O -0.022910 0.617108 0.242896 0.37 0.07 -1.03
H 0.139087 -0.985631 1.472604 0.38 -0.28 -0.83
H -0.692330 -1.340568 -0.061188 1.11 0.40 0.18
H 1.140066 -1.131328 -0.011861 0.10 0.26 -0.23
H -0.516280 0.869890 1.032335 0.11 0.00 0.26
```
Forces are in eV/Å.

Output
E_HOMO: -0.36095 hartree
Charge: 0
E_LUMO: 0.00750 Eh
E: -191409.05314 eV
SMILES string: CCOS(C)(=O)=O.CCOS(C)(=O)=O.CCOS(C)(=O)=O.CCOS(C)(=O)=O.CCOS(C)(=O)=O.CCOS(C)(=O)=O.CCOS(C)(=O)=O.CCOS(C)(=O)=O.CCOS(C)(=O)=O.CO.CO.CO